Entry 1:
42
Properties=species:S:1:pos:R:3 method="wB97M-V/def2-TZVPD" total_energy_ha=-1562.38930 de_lowest_kcal_mol=47.1 smiles="COc1ccc(S(=O)(=O)N2c3ccccc3OC[C@@H]2CC(=O)O)cc1" homo_energy_ev=-8.506 total_charge=0
C 6.336 0.506 0.727
O 5.225 -0.234 1.181
C 4.058 -0.147 0.503
C 3.850 0.642 -0.628
C 2.608 0.650 -1.239
C 1.581 -0.118 -0.728
S 0.009 -0.132 -1.574
O -0.177 -1.426 -2.164
O -0.078 1.020 -2.424
N -1.137 -0.019 -0.332
C -1.418 1.251 0.193
C -0.389 2.134 0.499
C -0.661 3.359 1.077
C -1.966 3.714 1.378
C -3.000 2.854 1.067
C -2.740 1.633 0.459
O -3.808 0.834 0.152
C -3.509 -0.182 -0.774
C -2.247 -0.943 -0.349
C -2.432 -1.598 1.043
C -1.874 -2.997 1.008
O -2.477 -3.975 0.664
O -0.588 -3.039 1.380
C 1.772 -0.910 0.391
C 3.005 -0.921 1.007
H 7.146 0.269 1.415
H 6.141 1.582 0.755
H 6.625 0.212 -0.287
H 4.641 1.247 -1.038
H 2.417 1.257 -2.110
H 0.626 1.848 0.278
H 0.151 4.033 1.301
H -2.179 4.664 1.843
H -4.028 3.110 1.271
H -4.381 -0.838 -0.807
H -3.336 0.249 -1.770
H -2.015 -1.703 -1.100
H -1.912 -1.006 1.796
H -3.494 -1.649 1.284
H -0.239 -3.941 1.293
H 0.956 -1.502 0.771
H 3.187 -1.521 1.883

***

Entry 2:
153
Properties=species:S:1:pos:R:3 method="wB97M-V/def2-TZVPD" total_energy_ha=-4170.92503 de_lowest_kcal_mol=6.9 homo_energy_ev=-1.864 total_charge=-2
Rb -0.069 0.474 0.322
C 7.254 -1.173 3.436
C 7.341 -0.782 1.962
C 8.149 -1.862 1.227
C 8.085 0.557 1.864
C 5.962 -0.653 1.327
C 4.797 -0.886 1.981
C 3.524 -0.652 1.361
N 2.335 -0.921 1.894
C 2.093 -1.745 2.901
C 2.969 -2.798 3.344
C 2.690 -3.549 4.432
C 1.521 -3.200 5.206
C 0.594 -2.290 4.833
C 0.761 -1.607 3.520
O -0.146 -0.940 3.021
C -0.620 -1.956 5.691
C -0.687 -0.438 5.929
C -0.550 -2.639 7.059
C -1.907 -2.432 5.008
C 3.510 -4.756 4.871
C 4.697 -5.006 3.942
C 4.054 -4.529 6.290
C 2.623 -6.009 4.868
C 3.477 0.078 0.083
O 2.450 0.631 -0.312
C 4.732 0.071 -0.702
C 5.876 -0.242 -0.049
C 4.782 0.531 -2.166
C 3.442 0.430 -2.903
C 5.255 1.990 -2.209
C 5.773 -0.344 -2.948
H 8.261 -1.261 3.852
H 6.752 -2.133 3.569
H 6.713 -0.426 4.018
H 9.151 -1.949 1.656
H 8.258 -1.633 0.167
H 7.654 -2.831 1.309
H 9.077 0.477 2.317
H 7.531 1.342 2.381
H 8.214 0.870 0.827
H 4.795 -1.163 3.025
H 3.815 -3.033 2.715
H 1.371 -3.734 6.136
H 0.193 -0.095 6.477
H -1.572 -0.206 6.528
H -0.746 0.124 5.001
H 0.350 -2.359 7.612
H -0.581 -3.729 6.980
H -1.415 -2.329 7.649
H -2.064 -1.926 4.060
H -2.763 -2.217 5.651
H -1.873 -3.511 4.830
H 5.373 -4.150 3.914
H 4.371 -5.208 2.920
H 5.262 -5.873 4.293
H 4.654 -3.618 6.330
H 4.681 -5.371 6.596
H 3.250 -4.430 7.019
H 2.237 -6.202 3.865
H 1.768 -5.892 5.534
H 3.192 -6.884 5.196
H 6.813 -0.146 -0.589
H 2.704 1.132 -2.531
H 3.010 -0.566 -2.810
H 3.621 0.626 -3.965
H 4.571 2.631 -1.653
H 5.294 2.347 -3.242
H 6.251 2.092 -1.770
H 5.471 -1.393 -2.910
H 6.794 -0.272 -2.570
H 5.788 -0.031 -3.995
Cl -2.636 5.086 -5.883
C -2.406 3.958 -4.552
C -3.015 4.217 -3.314
C -2.843 3.359 -2.266
C -2.041 2.162 -2.368
O -1.852 1.410 -1.384
C -1.469 1.914 -3.672
C -0.717 0.727 -3.993
N -0.591 -0.327 -3.272
C 0.045 -1.421 -3.849
C -0.145 -1.808 -5.157
C 0.514 -2.933 -5.696
C 1.354 -3.685 -4.931
C 1.546 -3.348 -3.566
C 2.393 -4.098 -2.716
C 2.514 -3.743 -1.408
C 1.770 -2.633 -0.942
N 0.995 -1.904 -1.697
C 0.879 -2.238 -3.010
C -1.644 2.835 -4.718
H -3.612 5.113 -3.193
H -3.284 3.568 -1.300
H -0.229 0.762 -4.980
H -0.832 -1.244 -5.773
H 0.339 -3.197 -6.733
H 1.868 -4.548 -5.338
H 2.930 -4.948 -3.123
H 3.151 -4.286 -0.722
H 1.832 -2.353 0.103
H -1.176 2.637 -5.677
C -2.202 -3.955 -0.927
C -2.527 -3.452 0.483
C -1.241 -3.519 1.316
C -3.544 -4.388 1.139
P -2.908 -1.612 0.365
C -3.638 -1.151 1.990
C -3.074 -0.022 2.582
C -3.533 0.488 3.788
C -4.598 -0.130 4.423
C -5.190 -1.249 3.849
C -4.716 -1.754 2.648
C -4.332 -1.321 -0.828
C -3.754 -1.311 -2.250
C -5.511 -2.289 -0.767
C -4.828 0.100 -0.528
H -1.674 -4.912 -0.849
H -1.555 -3.261 -1.468
H -3.101 -4.118 -1.522
H -0.931 -4.566 1.420
H -1.384 -3.103 2.313
H -0.428 -2.965 0.846
H -3.174 -5.418 1.067
H -4.526 -4.356 0.669
H -3.660 -4.161 2.199
H -2.230 0.478 2.124
H -3.029 1.351 4.205
H -4.962 0.254 5.369
H -6.024 -1.738 4.342
H -5.195 -2.625 2.224
H -3.531 -2.316 -2.611
H -2.845 -0.712 -2.305
H -4.495 -0.874 -2.929
H -5.222 -3.306 -1.036
H -6.274 -1.968 -1.486
H -5.979 -2.308 0.218
H -4.002 0.814 -0.535
H -5.339 0.156 0.434
H -5.534 0.392 -1.312
C -4.253 3.557 5.593
C -3.296 4.217 4.631
C -3.577 5.475 4.104
C -2.624 5.966 3.226
N -1.517 5.335 2.905
C -1.297 4.110 3.463
S 0.151 3.285 3.091
N -2.205 3.541 4.320
H -4.751 4.292 6.228
H -3.715 2.844 6.216
H -5.025 3.014 5.043
H -4.472 6.026 4.358
H -2.767 6.942 2.762